C45H53CrO4P2SSi3Te | ωB97M-V with the def2-TZVPD basis set

Values from the calculation:
* net charge: 0
* gap between HOMO and LUMO (spin up / spin down): 6.720 / 7.480 eV
* HOMO (spin up / spin down): -7.744 / -7.744 eV
* LUMO level (spin up / spin down): -1.02 / -0.26 eV
* spin multiplicity: 2

Atoms and positions in Å:
Cr: -1.2493 -1.8338 1.3049
C: -2.8560 1.0652 2.7316
Si: -1.6257 0.5973 1.3855
C: -2.2004 1.4465 -0.2453
C: -1.6247 2.6878 -0.5317
C: -2.0548 3.5031 -1.5716
C: -3.0645 3.0747 -2.4069
C: -3.6163 1.8214 -2.1897
C: -3.2168 1.0105 -1.1264
P: -4.1935 -0.5406 -1.0867
C: -2.9519 -1.8664 -0.8972
C: -1.5554 -1.6951 -1.0122
C: -0.7236 -2.8294 -1.0087
C: -1.2602 -4.1128 -0.9781
C: -2.6329 -4.2801 -0.9545
C: -3.4601 -3.1701 -0.8965
C: -5.0430 -0.4914 0.5340
C: -4.9093 -1.4373 1.5403
C: -5.6420 -1.3212 2.7164
C: -6.5194 -0.2658 2.8906
C: -6.6737 0.6754 1.8785
C: -5.9493 0.5585 0.7074
C: -0.0319 1.5008 1.9042
C: 0.0320 2.8781 2.1644
C: 1.2097 3.4793 2.5677
C: 2.3627 2.7168 2.7418
C: 2.3093 1.3522 2.5487
C: 1.1157 0.7578 2.1400
P: 0.8678 -1.0348 2.2020
C: 0.9881 -1.3273 3.9986
C: 0.6096 -0.3147 4.8759
C: 0.6445 -0.5248 6.2454
C: 1.0652 -1.7438 6.7527
C: 1.4441 -2.7564 5.8840
C: 1.3972 -2.5551 4.5147
C: 2.4119 -1.6854 1.4808
C: 3.5171 -2.0458 2.2459
C: 4.6988 -2.4327 1.6309
C: 4.7950 -2.4601 0.2481
C: 3.7036 -2.0837 -0.5225
C: 2.5254 -1.6980 0.0942
H: -2.8430 0.3205 3.5250
H: -3.8738 1.1537 2.3649
H: -2.5573 2.0253 3.1568
H: -0.8013 3.0459 0.0665
H: -1.5801 4.4629 -1.7277
H: -3.4142 3.6924 -3.2238
H: -4.3883 1.4571 -2.8560
H: -1.1324 -0.7542 -1.3384
H: 0.3415 -2.7053 -1.1485
H: -0.6020 -4.9698 -0.9840
H: -3.0609 -5.2720 -0.9487
H: -4.5336 -3.3127 -0.8661
H: -4.2398 -2.2800 1.4386
H: -5.5037 -2.0563 3.4964
H: -7.0835 -0.1724 3.8083
H: -7.3627 1.4999 2.0039
H: -6.0783 1.2962 -0.0760
H: -0.8540 3.4923 2.0601
H: 1.2326 4.5451 2.7517
H: 3.2870 3.1881 3.0439
H: 3.1877 0.7448 2.7320
H: 0.2754 0.6439 4.5020
H: 0.3351 0.2660 6.9142
H: 1.0923 -1.9075 7.8218
H: 1.7598 -3.7162 6.2685
H: 1.6587 -3.3637 3.8496
H: 3.4687 -2.0193 3.3257
H: 5.5470 -2.7151 2.2396
H: 5.7160 -2.7687 -0.2273
H: 3.7676 -2.0947 -1.6022
H: 1.6928 -1.3679 -0.5151
O: -1.7012 -4.4832 3.9352
S: -1.5268 -3.5146 2.9126
O: -0.1633 -3.4697 2.2421
O: -1.7190 -2.0541 3.2969
O: -2.4152 -3.5956 1.6974
C: 3.9325 3.7498 -2.6188
Si: 4.5499 2.0310 -2.2164
C: 4.7454 1.8059 -0.3737
C: 6.1927 1.7325 -3.0660
C: 3.3085 0.7736 -2.8495
Te: 1.3884 0.9717 -1.9134
C: 0.4355 1.8374 -3.6192
Si: -0.2119 0.6408 -4.9154
C: 1.0981 -0.5766 -5.4701
C: -0.7674 1.6614 -6.3857
C: -1.6709 -0.3020 -4.2280
H: 4.6111 4.5083 -2.2295
H: 2.9495 3.9255 -2.1826
H: 3.8584 3.8952 -3.6967
H: 5.5199 2.4615 0.0240
H: 5.0225 0.7784 -0.1328
H: 3.8167 2.0296 0.1510
H: 6.9262 2.4817 -2.7705
H: 6.0933 1.7772 -4.1497
H: 6.5986 0.7551 -2.8085
H: 3.6613 -0.2455 -2.6922
H: 3.1160 0.8821 -3.9139
H: 1.1471 2.5538 -4.0333
H: -0.3914 2.4170 -3.2148
H: 1.9140 -0.0860 -6.0007
H: 0.6624 -1.3111 -6.1471
H: 1.5197 -1.1145 -4.6208
H: 0.0694 2.1908 -6.8403
H: -1.5093 2.4030 -6.0908
H: -1.2177 1.0313 -7.1521
H: -1.3730 -1.0057 -3.4509
H: -2.1418 -0.8783 -5.0254
H: -2.4242 0.3650 -3.8076